Record 1
Computed, not measured: a 3-piece molecular cluster, C6H10O2 overall in a non-equilibrium geometry, with the ωB97M-V functional and the def2-TZVPD basis.

As for the total charge: 0. Its relative energy (zero: lowest compared OMol25 entry of this formula, charge and spin) is 592.5 kJ/mol. As for the HOMO energy: -6.003 eV. As for the multiplicity: 1. The largest force on an atom comes out at 0.063 hartree/bohr.

Cartesian coordinates (Å):
1 C 0.17 0.07 0.85
2 C 1.09 0.13 -0.14
3 C -1.19 -1.24 -2.16
4 C -1.08 0.88 0.88
5 C -0.20 -1.63 -1.09
6 C 1.85 1.45 1.93
7 O 0.18 -2.75 -0.88
8 O 2.59 0.93 2.70
9 H 0.23 -0.75 1.56
10 H 1.82 2.58 1.84
11 H 1.04 0.91 -0.89
12 H 2.00 -0.46 -0.08
13 H -1.56 -2.12 -2.70
14 H -0.69 -0.55 -2.85
15 H -2.02 -0.70 -1.70
16 H -1.12 1.60 0.06
17 H -1.15 1.43 1.82
18 H -1.96 0.23 0.84

---

Record 2
Computed, not measured: C6H10O2 as an isolated structure in a non-equilibrium geometry, with the ωB97M-V functional and the def2-TZVPD basis.

As for the total charge: 0. Its relative energy (zero: lowest compared OMol25 entry of this formula, charge and spin) is 737.8 kJ/mol. As for the HOMO energy: -9.767 eV. As for the multiplicity: 1. The largest force on an atom comes out at 0.114 hartree/bohr.

Cartesian coordinates (Å):
1 C 2.10 -0.27 0.10
2 C 1.13 1.10 -0.41
3 C -0.35 0.94 0.37
4 C -1.88 0.26 -0.11
5 C -1.48 -1.22 -0.03
6 C 0.12 -0.92 0.06
7 H 2.08 -0.07 1.24
8 H 3.19 -0.08 -0.39
9 H 1.02 1.10 -1.53
10 H 1.59 1.97 0.04
11 H -0.68 1.78 0.96
12 H -2.31 0.36 -1.21
13 H -2.75 0.54 0.60
14 H -1.52 -1.96 -1.08
15 H -1.96 -1.71 0.74
16 H 0.21 -0.22 -0.68
17 O 1.42 -1.54 0.08
18 O 0.06 -0.06 1.26

---

Record 3
Computed, not measured: C6H10O2S in the gas phase in a non-equilibrium geometry, with the ωB97M-V functional and the def2-TZVPD basis.

As for the total charge: 0. Its relative energy (zero: lowest compared OMol25 entry of this formula, charge and spin) is 676.1 kJ/mol. As for the HOMO energy (alpha / beta): -7.768 / -6.180 eV. As for the multiplicity: 1. The largest force on an atom comes out at 0.060 hartree/bohr.

Cartesian coordinates (Å):
1 C -0.98 -0.86 0.29
2 C -2.17 0.01 -0.18
3 C -2.87 1.16 0.39
4 C 0.40 -0.64 0.35
5 C -1.77 1.47 -0.50
6 C 1.35 -1.83 0.35
7 O 1.67 1.20 -1.24
8 O 2.79 0.45 0.65
9 S 1.17 0.91 0.31
10 H -1.24 -1.86 0.36
11 H -2.62 -0.77 -0.77
12 H -3.83 1.66 0.20
13 H -0.76 1.67 -0.03
14 H -1.65 1.94 -1.60
15 H 1.74 -1.74 1.37
16 H 2.22 -1.71 -0.36
17 H 0.86 -2.81 0.23
18 H 2.63 1.29 -1.35
19 H 3.07 0.47 1.55

---

Record 4
Computed, not measured: a 2-piece molecular cluster, C6H10O2S2 overall in a non-equilibrium geometry, with the ωB97M-V functional and the def2-TZVPD basis.

As for the total charge: 0. Its relative energy (zero: lowest compared OMol25 entry of this formula, charge and spin) is 363.7 kJ/mol. As for the HOMO energy (alpha / beta): -6.910 / -7.852 eV. As for the multiplicity: 1. The largest force on an atom comes out at 0.073 hartree/bohr.

Cartesian coordinates (Å):
1 C 1.38 -0.22 -0.37
2 C -2.06 1.32 -1.00
3 C -2.76 0.01 -1.21
4 C -0.96 -0.19 0.78
5 C -0.49 -0.80 2.11
6 C 3.67 -0.02 -0.17
7 O 1.30 -0.67 -1.48
8 O 2.40 0.07 0.34
9 S -1.59 1.44 0.79
10 S -1.94 -1.29 -0.19
11 H -1.08 1.38 -1.41
12 H -2.54 2.30 -1.14
13 H -3.80 0.07 -1.09
14 H -2.55 -0.20 -2.27
15 H -0.46 -1.90 1.87
16 H -1.10 -0.65 3.03
17 H 0.58 -0.58 2.29
18 H 4.40 -0.21 0.74
19 H 4.09 0.95 -0.62
20 H 3.54 -0.81 -1.00